Entry 1:
# C24H28FIN2O3PdSi

A molecular structure, C24H28FIN2O3PdSi in a non-equilibrium geometry (wB97M-V/def2-TZVPD, the OMol25 dataset).

The charge is -2. The energy is -56641.70917 eV. The HOMO-LUMO gap is 3.566 eV. As for the LUMO energy: 3.35 eV. As for the highest occupied orbital energy: -0.214 eV. Its relative energy (zero: lowest compared OMol25 entry of this formula, charge and spin) is 42.82 kcal per mole.

Element x y z (Å)
Pd -0.23180 0.20228 0.25319
O -1.25158 1.97856 2.21039
C -2.57228 2.34876 1.94988
C -3.49628 1.18797 1.55151
C -3.08115 0.46047 0.25604
C -2.81256 1.39249 -0.88953
C -3.68220 1.54348 -1.96421
C -3.32727 2.38504 -3.01052
C -2.12613 3.06875 -2.93341
C -1.32430 2.86689 -1.81790
N -1.65278 2.06005 -0.81816
H -0.86465 1.42376 1.39667
H -2.62538 3.11728 1.16620
H -2.96132 2.80856 2.86947
H -4.51292 1.58953 1.44298
H -3.49736 0.45607 2.36361
H -3.85012 -0.26502 -0.01982
H -2.10459 -0.08776 0.42993
H -4.61024 0.98599 -1.99599
H -3.96967 2.49251 -3.87723
H -1.80298 3.72160 -3.73528
H -0.36614 3.36596 -1.72527
C 1.43708 -1.59739 4.91123
Si 0.76676 -0.58298 3.41280
C -1.09468 -0.97796 3.40243
C 1.05317 1.20112 4.01725
N 1.40044 -0.83089 1.87080
C 2.56575 -1.38967 1.49395
C 3.40335 -2.12944 2.38115
C 4.59244 -2.72572 1.99772
C 5.04849 -2.64356 0.69211
C 4.28066 -1.92246 -0.22264
C 3.11138 -1.32041 0.17039
F 2.47963 -0.59961 -0.76077
H 0.90327 -1.32775 5.82847
H 2.49841 -1.38853 5.08057
H 1.32983 -2.67805 4.77102
H -1.67026 -0.11985 3.75581
H -1.34925 -1.84467 4.02392
H -1.39791 -1.18990 2.37479
H 0.25991 1.52270 4.69887
H 1.03638 1.87927 3.16417
H 2.01582 1.31621 4.52828
H 3.06912 -2.22533 3.40653
H 5.17864 -3.26645 2.73597
H 5.97659 -3.11520 0.39021
H 4.59609 -1.82517 -1.25508
I -2.13731 -1.57639 -8.81462
C -1.73515 -1.18751 -6.74767
C -2.14191 -2.10775 -5.80116
C -1.84118 -1.86355 -4.46551
C -1.14149 -0.72604 -4.08815
C -0.75818 0.18455 -5.06816
C -1.05473 -0.03245 -6.40688
C -0.74011 -0.47233 -2.61386
O -1.25169 -1.24114 -1.77381
O 0.04189 0.48076 -2.43619
H -2.67109 -3.00572 -6.09322
H -2.14431 -2.55825 -3.69180
H -0.21124 1.06047 -4.74492
H -0.74229 0.67791 -7.16146

Atoms 1-6, force components in eV/Å:
1.4 -0.5 0.1
0.0 -0.1 -0.2
0.0 -0.1 -0.1
0.2 0.1 -0.1
0.1 0.1 0.2
-0.1 -0.1 0.1


Entry 2:
# C24H28FN5O7RuS2

A molecular structure, C24H28FN5O7RuS2 (wB97M-V/def2-TZVPD, the OMol25 dataset).

Its spin multiplicity is 5. The charge is +2. The energy is -74079.47870 eV. The HOMO-LUMO gap (alpha / beta) is 7.839 / 6.149 eV. As for the LUMO energy (alpha / beta): -5.32 / -6.92 eV. As for the highest occupied orbital energy (alpha / beta): -13.159 / -13.074 eV. Its relative energy (zero: lowest compared OMol25 entry of this formula, charge and spin) is 0.00 kcal per mole.

Element x y z (Å)
Ru -0.78208 -3.41196 -0.26022
C 4.13382 2.13674 1.87632
C 4.11627 1.57098 0.46484
N 2.88564 0.80685 0.18553
C 2.92200 -0.52228 0.27322
C 1.84528 -1.35672 0.08520
C 2.15747 -2.83062 0.17541
O 3.29249 -3.17189 0.41987
O 1.18807 -3.67046 -0.03334
C 0.59817 -0.79402 -0.20985
O -0.49557 -1.42818 -0.42560
C 0.54519 0.65257 -0.31208
C -0.66383 1.28352 -0.63272
C -0.71619 2.63705 -0.77342
F -1.88377 3.19850 -1.13211
C 0.41503 3.45518 -0.58768
C 1.60083 2.83050 -0.24729
C 1.69028 1.43760 -0.12151
N 0.39316 4.85883 -0.73600
C -0.86425 5.60286 -0.66051
C -0.53857 7.10331 -0.60574
N 0.84146 7.28110 -0.04715
C 1.88487 6.75116 -0.99945
C 1.32752 5.48720 -1.66230
H 5.05648 2.69279 2.03764
H 4.09298 1.33140 2.60927
H 3.29098 2.80379 2.05957
H 4.94716 0.88437 0.32244
H 4.21975 2.34431 -0.29475
H 3.87655 -0.98129 0.50050
H -1.55089 0.68932 -0.80185
H 2.46842 3.44792 -0.06459
H -1.40119 5.29660 0.23567
H -1.52070 5.43830 -1.51716
H -1.24494 7.64415 0.01878
H -0.53180 7.55985 -1.59348
H 0.90587 6.76027 0.82891
H 1.02251 8.26266 0.16542
H 2.77756 6.54785 -0.41197
H 2.10543 7.53274 -1.72356
H 2.14394 4.81240 -1.90304
H 0.82874 5.73461 -2.60635
O -2.62094 -2.97984 0.91111
N -3.81393 -3.05509 0.35945
C -4.89402 -2.97131 1.16252
C -6.15722 -3.04584 0.63329
C -6.31789 -3.20790 -0.74305
C -5.20267 -3.28894 -1.54522
C -3.93210 -3.21075 -0.97882
S -2.47616 -3.36569 -1.88547
H -4.66555 -2.85168 2.21004
H -7.00732 -2.98501 1.29638
H -7.30658 -3.27721 -1.17405
H -5.27616 -3.42697 -2.61457
C -0.02803 -5.46790 3.87021
C -0.24568 -4.38069 2.93246
N -0.41480 -3.52638 2.18696
H 0.02033 -6.40658 3.31999
H -0.84727 -5.51202 4.58524
H 0.90976 -5.31704 4.40152
C 1.15989 -6.74595 -1.22265
S -0.37324 -5.94689 -1.53948
O -0.10214 -4.73462 -2.32603
O -1.31099 -6.88076 -2.06546
O -0.82059 -5.42131 -0.15787
H 1.54373 -7.09019 -2.18094
H 0.97057 -7.59229 -0.56612
H 1.82883 -6.02099 -0.76435

Atoms 1-6, force components in eV/Å:
-0.2 -0.2 -0.1
0.0 0.0 0.0
0.0 0.0 0.1
0.0 -0.1 0.0
0.1 0.1 0.0
-0.1 -0.2 0.0


Entry 3:
# C24H28N2O2

A single C24H28N2O2 molecule in a non-equilibrium geometry (wB97M-V/def2-TZVPD, the OMol25 dataset).

Its structure (SMILES) is C[N+]1([C@H](/C=C/N2c3ccccc3C[C@@H]2C(=O)[O-])c2ccccc2)CCCCC1. The energy is -32414.77222 eV. The HOMO-LUMO gap is 5.976 eV. As for the LUMO energy: -0.18 eV. As for the highest occupied orbital energy: -6.156 eV. Its relative energy (zero: lowest compared OMol25 entry of this formula, charge and spin) is 116.35 kcal per mole.

Element x y z (Å)
C 0.66731 -0.31256 -3.64081
N -0.31394 -0.22801 -2.46117
C 0.52902 -0.19007 -1.20074
C -0.18648 -0.14653 0.15368
C -0.23668 -1.18744 1.06961
N -0.40159 -1.19005 2.43943
C -0.02394 -0.25222 3.40972
C 0.77029 0.87950 3.28028
C 1.09994 1.60099 4.44085
C 0.66871 1.18060 5.70730
C -0.09484 0.01261 5.84232
C -0.41129 -0.69584 4.69319
C -1.12896 -1.98476 4.58830
C -0.84995 -2.39789 3.11960
C 0.43901 -3.33090 3.00750
O 0.37025 -4.05440 1.98889
O 1.23715 -3.14775 3.93469
C 1.49235 1.04378 -1.29630
C 2.81387 0.83774 -1.73636
C 3.65992 1.91849 -1.97162
C 3.24082 3.22626 -1.69579
C 2.00556 3.41516 -1.09751
C 1.13853 2.33179 -0.87081
C -1.11190 -1.56830 -2.54761
C -2.43131 -1.52644 -3.31957
C -3.25069 -0.28011 -3.04976
C -2.45790 0.96207 -3.40805
C -1.09849 1.08562 -2.68830
H 1.15747 0.65348 -3.80435
H 1.39779 -1.08551 -3.40119
H 0.10300 -0.61112 -4.52025
H 1.12708 -1.13644 -1.17755
H -0.31315 0.85464 0.58042
H -0.24443 -2.21235 0.64797
H 1.12763 1.15116 2.28706
H 1.70879 2.50694 4.35146
H 0.94046 1.76115 6.58858
H -0.42747 -0.34053 6.81644
H -2.21514 -1.85481 4.74116
H -0.78371 -2.73262 5.31837
H -1.70355 -2.87227 2.61294
H 3.15951 -0.18542 -1.89449
H 4.64279 1.73684 -2.39638
H 3.89602 4.06775 -1.90631
H 1.67791 4.41306 -0.81570
H 0.20383 2.51259 -0.33540
H -0.42143 -2.24896 -3.06674
H -1.21763 -1.94375 -1.52599
H -2.21812 -1.61135 -4.39509
H -3.00109 -2.42741 -3.05269
H -4.16198 -0.31723 -3.65194
H -3.55042 -0.25850 -1.99553
H -2.28788 0.99002 -4.49608
H -3.05593 1.85525 -3.16298
H -1.22239 1.59488 -1.72743
H -0.45273 1.73921 -3.30928

Atoms 1-6, force components in eV/Å:
-0.4 0.0 0.3
-0.2 -0.1 -2.1
0.9 0.3 2.5
0.1 0.5 0.9
-0.4 -0.3 -0.3
-0.4 1.1 -2.0